Here is a structure of composition C24H44ClNaO28 at a distorted geometry from the Open Molecules 2025 dataset. Energies are from the ωB97M-V functional and the def2-TZVPD basis.

The geometry in XYZ format:
```
98
Properties=species:S:1:pos:R:3:forces:R:3
Na 5.5852 -5.6150 1.2061 -0.38 0.13 -0.14
Cl 1.1918 -1.0840 -0.0039 -0.47 3.75 0.48
O 1.0338 -0.1875 1.1019 -0.44 0.64 1.12
O 1.4061 -0.2181 -1.1629 -0.02 -1.51 -0.13
O 2.3147 -1.8810 0.2978 2.19 -1.95 -0.48
O 0.0279 -1.8820 -0.1092 -1.06 -1.09 -0.90
C 4.8221 4.1258 1.6643 -2.17 -2.16 -0.59
C 4.2232 4.9816 2.7993 -1.28 -2.21 -1.68
O 5.3033 5.6774 3.2047 2.44 1.59 1.43
C 6.3639 5.5136 2.3804 2.15 1.96 0.55
O 7.4211 6.1002 2.5304 -2.06 -1.40 -0.42
O 6.0536 4.6773 1.3859 1.11 1.01 -0.41
H 4.1266 4.0364 0.8298 0.30 0.91 -0.53
H 4.9946 3.0580 1.7989 -0.03 -0.09 1.15
H 3.8356 4.3174 3.5717 -0.22 0.42 0.15
H 3.4807 5.6572 2.3747 -0.27 -0.06 0.34
C -5.8255 1.3798 1.2324 -0.51 -1.38 -1.78
C -6.0727 2.6881 0.5222 1.15 1.23 0.54
O -6.2226 3.5606 1.6275 -0.83 0.62 2.41
C -6.3435 2.8268 2.8322 0.92 1.76 0.83
O -6.6111 3.2138 3.9451 -0.06 0.20 -2.26
O -5.8935 1.6086 2.6091 -0.49 -0.91 -0.06
H -4.8448 0.9597 1.0094 -0.28 -0.15 -0.09
H -6.6553 0.7738 0.8685 0.31 -0.98 0.59
H -6.9430 2.8799 -0.1054 -0.04 -0.89 -0.07
H -5.1660 2.9319 -0.0315 -0.14 0.50 -0.10
C 7.9960 3.6119 -10.0724 -2.27 0.12 -0.40
O 7.6533 3.2834 -8.6781 1.55 0.14 -0.82
C 6.4375 3.4481 -8.1394 -1.39 0.59 -0.77
O 5.3868 3.7151 -8.7007 1.56 -0.24 0.47
O 6.5867 3.2560 -6.8279 0.53 0.34 0.62
C 5.5289 3.5388 -5.9074 -1.16 -0.40 0.02
H 7.3489 4.4245 -10.4028 -0.12 0.05 0.15
H 7.7611 2.7839 -10.7412 -0.09 -0.29 0.36
H 9.0025 3.9255 -10.3495 0.32 -0.21 1.49
H 5.8810 3.6683 -4.8840 0.78 -0.12 -0.37
H 4.8444 2.6911 -5.8754 -0.03 -0.04 -0.15
H 4.9250 4.4210 -6.1198 0.32 0.06 -0.59
C 1.6199 -6.8066 -4.4261 0.22 0.38 -1.16
O 2.9971 -6.9375 -5.0310 -1.47 0.17 0.56
C 4.0353 -7.1656 -4.2471 -1.34 0.32 4.54
O 4.0011 -7.1825 -2.9933 0.08 -0.13 -2.62
O 5.1103 -7.3336 -4.9452 1.12 -0.35 -1.72
C 6.3058 -7.8462 -4.3889 0.92 -0.85 0.11
H 1.2151 -7.7533 -4.0683 0.60 0.03 0.15
H 0.9970 -6.4855 -5.2610 0.33 -0.40 -0.38
H 1.4328 -5.9807 -3.7399 1.08 -0.26 0.50
H 6.8575 -7.1452 -3.7626 -0.41 0.13 0.06
H 6.9712 -8.1639 -5.1916 -0.24 0.74 -0.53
H 6.2128 -8.8148 -3.8977 -0.81 0.28 0.61
C 3.6271 -9.1701 5.6425 -0.52 0.72 -1.23
O 2.7434 -8.0951 6.0408 -0.82 1.37 -0.89
C 1.9830 -7.4091 5.0775 0.15 -2.00 -2.09
O 2.0599 -7.5525 3.8457 0.64 0.33 2.78
O 1.0522 -6.7135 5.6910 -0.59 0.67 0.97
C 0.0539 -5.8865 5.0275 -0.17 0.40 -1.43
H 4.0878 -9.6122 6.5260 -0.62 0.06 0.02
H 4.4391 -8.8290 5.0003 0.05 0.41 0.05
H 3.0459 -9.8352 5.0039 0.10 -0.47 0.43
H -0.2175 -6.1853 4.0150 0.68 -0.64 -0.05
H 0.3518 -4.8446 4.9100 0.65 -0.15 0.39
H -0.9266 -5.8405 5.5015 0.56 -0.66 1.01
C -7.6640 -4.9138 -4.6919 -0.35 -0.76 -0.94
O -7.5715 -4.9605 -3.2921 1.57 -0.54 1.84
C -6.4607 -5.5677 -2.7108 -0.06 -0.41 -2.28
O -5.5343 -6.0784 -3.3232 -1.45 0.92 0.90
O -6.6247 -5.5389 -1.4014 0.00 -0.12 0.37
C -5.6211 -6.1698 -0.6089 1.02 0.08 1.20
H -7.7156 -5.9112 -5.1283 0.33 -0.26 0.16
H -6.8529 -4.3870 -5.1945 -0.06 0.24 0.29
H -8.6514 -4.5062 -4.9085 0.28 0.49 0.09
H -4.6073 -5.8056 -0.7754 -0.14 0.10 -0.74
H -5.5840 -7.2591 -0.6085 -0.45 0.01 -0.74
H -5.7750 -5.9089 0.4382 -0.67 0.25 -0.16
C -5.2212 9.0098 -1.9926 0.25 0.39 -1.02
O -3.8412 8.6795 -2.2340 -0.60 1.54 0.86
C -3.4840 7.5087 -2.7142 -1.31 -0.27 0.02
O -4.2240 6.7100 -3.2377 0.52 -0.02 0.17
O -2.1941 7.4288 -2.4619 1.08 -1.84 -0.40
C -1.5615 6.1414 -2.7100 0.56 -0.08 -0.32
H -5.7101 8.2668 -1.3625 0.03 0.13 -0.14
H -5.7273 9.1852 -2.9419 -0.20 -0.74 -0.12
H -5.2353 10.0185 -1.5799 0.35 -0.33 0.61
H -2.0548 5.4553 -3.3984 -0.57 0.64 -0.14
H -1.4292 5.5589 -1.7982 -0.07 0.49 0.29
H -0.5862 6.3667 -3.1415 -0.04 0.06 0.20
C -3.0510 6.3195 10.2774 -1.36 -0.33 0.58
O -2.4429 5.5450 9.2582 0.96 2.03 -0.60
C -2.5781 4.2738 9.2561 0.13 -4.84 1.08
O -3.1660 3.5736 10.1179 1.50 2.00 -2.89
O -1.8096 3.7758 8.1742 -0.72 0.15 0.91
C -1.9955 2.3601 7.8005 -1.39 0.70 1.75
H -2.7339 7.3623 10.2608 0.39 -0.37 -0.43
H -2.9059 5.8906 11.2689 0.27 -0.08 -0.12
H -4.1214 6.2767 10.0765 -0.11 0.23 0.19
H -1.5622 1.6774 8.5314 0.38 0.29 0.08
H -1.6454 2.0891 6.8044 -0.01 0.86 0.08
H -3.0712 2.2547 7.9417 -0.03 -0.65 -0.64
```
Forces are in eV/Å.

## Properties
* LUMO: -3.320 eV
* Kohn-Sham gap: 4.5 eV
* E_HOMO: -7.8 eV
* energy: -3669.67334 Ha
* net charge: 0
* relative energy (zero: lowest compared OMol25 entry of this formula, charge and spin): 173.25 kcal/mol